Density functional theory data (ωB97M-V/def2-TZVPD) for a structure of composition C16H26AgF6O14PS2.

- frontier orbital gap (hartree) = 0.356
- multiplicity = 1
- LUMO (Ha) = 0.0095
- HOMO level (eV) = -9.4233

Each line ends with the Löwdin charge.
Positions of all 66 atoms, in Å:
O1 0.506 -2.308 -1.444  0.09
C1 1.921 1.944 -4.963  -0.13
C2 1.803 1.524 -2.685  -0.47
H1 3.868 1.576 -2.307  0.11
H2 -4.296 -2.339 3.874  0.12
H3 2.966 -4.441 0.804  0.12
H4 -0.434 -1.057 4.816  0.13
O2 2.116 -2.815 -0.016  -0.01
F1 4.632 1.521 1.953  -0.13
C3 -1.334 -1.658 2.948  -0.46
H5 -0.660 -2.795 4.598  0.13
H6 1.968 -4.008 -2.938  0.13
Ag1 0.678 -0.244 0.209  0.82
H7 4.156 1.751 -5.031  0.11
H8 3.533 3.092 -4.118  0.12
C4 2.541 -3.416 -2.215  -0.06
O3 1.304 1.428 -1.609  0.09
O4 -3.053 -1.719 -0.548  -0.17
O5 -3.880 0.415 -1.194  -0.18
C5 3.337 2.050 -4.377  -0.15
C6 3.269 -3.699 0.062  -0.11
H9 -2.523 -0.789 5.668  0.11
C7 -3.464 -1.640 3.848  -0.14
O6 -1.643 3.942 0.028  -0.18
S1 -1.789 2.933 1.263  0.57
O7 -3.109 2.412 1.273  -0.22
C8 1.578 -2.806 -1.242  -0.51
C9 -2.027 5.271 0.431  -0.14
H10 1.772 1.034 -5.539  0.12
P1 4.026 0.589 0.809  0.14
H11 -2.716 -2.473 5.763  0.11
H12 -5.492 0.179 0.005  0.13
H13 -3.557 4.882 1.957  0.12
F2 4.449 -0.734 1.599  -0.15
H14 3.280 0.132 -3.247  0.13
H15 1.654 2.879 -5.443  0.12
F3 3.595 1.902 -0.037  -0.16
H16 4.391 -4.422 -1.667  0.11
H17 -2.270 6.009 2.491  0.13
O8 -0.669 2.106 1.368  -0.21
H18 3.179 -2.827 -2.867  0.12
H19 -4.932 -2.569 -0.574  0.13
H20 3.044 -5.393 -1.286  0.11
S2 -2.548 -0.444 -1.331  0.59
H21 -5.670 -0.522 -1.635  0.13
C10 3.233 1.211 -3.110  -0.07
C11 -4.998 -0.373 -0.792  -0.14
O9 -0.550 -1.318 2.120  0.11
H22 -3.919 -0.650 3.742  0.13
O10 1.088 1.906 -3.775  0.02
C12 -1.110 -1.815 4.434  -0.06
H23 -1.118 5.867 0.441  0.13
H24 -4.528 -1.697 0.874  0.11
C13 -2.514 -1.681 5.041  -0.14
H25 -2.838 5.625 -0.196  0.13
O11 -2.655 -1.782 2.672  0.01
F4 5.422 0.559 0.010  -0.15
F5 3.357 -0.310 -0.394  -0.19
O12 -2.348 -0.752 -2.695  -0.19
O13 -1.511 0.184 -0.600  -0.27
F6 2.569 0.557 1.562  -0.20
C14 -4.424 -1.677 -0.211  -0.15
O14 -1.637 4.081 2.358  -0.18
C15 -2.497 5.129 1.899  -0.17
H26 4.117 -3.164 0.477  0.12
C16 3.360 -4.353 -1.312  -0.14



Density functional theory data (ωB97M-V/def2-TZVPD) for a structure of composition C16H26BeN6O6S.

- frontier orbital gap (spin up / spin down) (hartree) = 0.234 / 0.232
- multiplicity = 1
- LUMO (spin up / spin down) (Ha) = -0.0198 / -0.0197
- HOMO level (spin up / spin down) (eV) = -6.9006 / -6.8519
- ΔE to the lowest compared entry with this formula, charge and spin (kcal per mole) = 0.0

Each line ends with the Löwdin charge.
Positions of all 56 atoms, in Å:
C1 0.433 2.523 0.080  -0.24
N1 1.510 -0.781 0.637  0.08
C2 2.143 3.105 -1.766  -0.01
H1 -1.517 0.662 1.893  0.05
C3 -1.364 -2.254 -0.845  -0.20
H2 -2.098 -3.519 1.911  0.10
H3 -3.232 -2.161 2.012  0.09
O1 -0.163 -1.520 -2.646  -0.03
O2 1.666 0.463 -2.455  -0.20
O3 -1.448 1.866 1.137  -0.16
H4 0.404 -0.723 -2.849  0.06
C4 2.932 -1.873 3.794  -0.09
C5 -2.659 -2.783 1.319  0.00
O4 -0.680 0.951 -4.236  -0.13
H5 -2.894 -3.332 -1.874  0.10
H6 0.634 3.541 1.936  0.09
H7 1.825 3.275 -2.803  0.09
H8 -1.742 -4.343 -0.975  0.10
O5 -1.512 -0.387 2.098  -0.03
H9 -1.263 1.830 -2.483  0.07
O6 -3.983 2.736 -0.886  -0.09
S1 3.382 -2.528 1.076  1.10
Be1 0.084 -0.099 -0.221  0.07
N2 2.426 -1.731 -1.304  0.12
H10 0.791 0.510 5.002  0.11
N3 -0.533 -1.319 -1.330  0.04
C6 -1.719 1.277 -3.304  -0.15
H11 2.139 -0.873 -1.876  0.05
N4 -1.153 -0.840 0.892  0.00
C7 -1.741 -1.963 0.486  -0.22
H12 -3.353 -3.340 0.682  0.08
H13 -1.244 -3.569 -2.518  0.08
C8 2.349 -1.611 0.011  -0.63
H14 -1.077 0.441 -4.959  0.08
C9 0.485 3.776 0.873  -0.01
H15 2.195 4.079 -1.265  0.07
C10 1.205 2.200 -1.052  -0.24
H16 -2.459 1.943 -3.780  0.08
C11 2.218 -1.090 4.713  -0.09
C12 1.332 -0.097 4.276  -0.06
H17 0.549 0.948 2.510  0.09
H18 -2.237 0.383 -2.937  0.07
H19 -0.452 4.337 0.772  0.09
C13 -1.833 -3.444 -1.603  0.00
C14 1.140 0.128 2.909  -0.01
H20 3.637 -2.648 4.095  0.11
H21 -4.530 2.069 -1.349  0.04
H22 3.146 2.659 -1.775  0.09
N5 -0.425 1.525 0.394  -0.10
H23 3.142 -2.348 -1.670  0.11
H24 -3.629 2.257 -0.099  0.03
H25 2.370 -1.257 5.782  0.10
H26 1.314 4.410 0.545  0.07
C15 2.712 -1.664 2.438  -0.47
N6 1.007 0.914 -1.410  -0.09
C16 1.774 -0.711 1.997  -0.27



Density functional theory data (ωB97M-V/def2-TZVPD) for a structure of composition C16H26Br15N2O.

- frontier orbital gap (hartree) = 0.296
- multiplicity = 1
- charge = +1
- LUMO (Ha) = -0.1072
- HOMO level (eV) = -10.9710
- ΔE to the lowest compared entry with this formula, charge and spin (kcal per mole) = 0.0

Each line ends with the Löwdin charge.
Positions of all 60 atoms, in Å:
Br1 2.957 2.743 -5.306  0.56
H1 9.245 -1.539 -0.887  -0.03
N1 -2.077 -2.564 -1.050  0.09
C1 8.498 -2.314 -0.995  -1.63
Br2 5.129 -5.317 -1.107  0.60
Br3 -2.380 1.240 5.933  0.62
Br4 -3.366 2.654 3.228  0.59
H2 -0.545 -0.153 2.138  0.05
O1 -2.427 -2.226 1.291  -0.10
Br5 -6.161 7.244 2.941  0.57
C2 -2.533 -0.196 -1.855  -0.16
H3 1.535 -1.224 -2.530  0.01
C3 2.211 -0.962 -0.402  -0.20
Br6 9.104 -3.834 0.023  0.57
H4 -2.302 0.417 -0.971  0.10
C4 3.520 2.449 -3.481  -1.52
H5 -2.702 -0.167 1.063  0.10
H6 -2.561 -3.463 -0.946  0.19
C5 -3.174 2.815 5.147  -1.60
C6 -3.106 -1.580 -1.521  -0.11
C7 1.768 0.092 0.478  -0.08
Br7 -6.285 7.663 6.105  0.58
H7 -0.780 -1.193 -2.858  0.09
H8 -3.668 -2.021 -2.355  0.14
Br8 2.215 -6.064 -2.184  0.57
H9 -0.790 -1.396 0.269  0.13
H10 -3.483 -0.922 2.473  0.13
C8 3.707 -4.846 -2.311  -1.58
H11 -0.824 -3.141 0.532  0.16
C9 -2.566 -0.908 1.869  -0.23
Br9 6.842 -1.609 -0.302  0.54
C10 -1.390 -0.491 2.764  -0.08
H12 0.327 1.715 0.261  0.14
H13 -0.866 1.713 -1.950  0.14
H14 2.108 0.230 1.502  0.11
H15 4.099 -4.928 -3.316  -0.02
H16 2.922 -1.779 -0.185  0.02
N2 0.641 0.405 -1.447  -0.28
H17 -3.326 0.346 -2.396  0.13
Br10 3.155 -3.010 -2.058  0.77
C11 0.837 0.863 -0.189  -0.14
C12 -5.327 6.859 4.636  -1.66
Br11 3.248 4.012 -2.384  0.57
H18 -1.314 -2.731 -1.713  0.17
H19 -3.829 -1.452 -0.699  0.14
H20 4.586 2.257 -3.503  -0.03
H21 -1.030 -1.296 3.418  0.10
C13 1.513 -0.700 -1.580  -0.55
H22 0.206 1.281 -3.358  0.09
Br12 8.366 -2.718 -2.876  0.57
Br13 2.633 0.875 -2.693  0.96
Br14 -4.845 3.266 5.990  0.63
Br15 -3.459 7.355 4.643  0.55
H23 -5.371 5.785 4.774  -0.11
H24 -2.494 3.637 5.328  -0.03
C14 -0.286 0.920 -2.447  -0.15
H25 -1.702 0.380 3.361  -0.03
C15 -1.291 -0.222 -2.795  -0.14
H26 -1.650 0.016 -3.813  0.12
C16 -1.462 -2.269 0.294  -0.16



Density functional theory data (ωB97M-V/def2-TZVPD) for a structure of composition C16H26Cl2N2O3PW.

- frontier orbital gap (spin up / spin down) (hartree) = 0.141 / 0.127
- multiplicity = 3
- charge = +3
- LUMO (spin up / spin down) (Ha) = -0.4412 / -0.4554
- HOMO level (spin up / spin down) (eV) = -15.8541 / -15.8458

Each line ends with the Löwdin charge.
Positions of all 51 atoms, in Å:
H1 -0.237 -2.602 3.209  0.11
C1 -1.151 -1.707 5.368  -0.06
O1 -2.655 0.350 -1.745  0.18
H2 -1.229 -2.725 5.768  0.10
H3 2.344 2.758 -3.540  0.05
P1 0.025 2.048 -3.551  0.68
C2 0.229 0.306 3.260  -0.37
C3 -0.047 1.568 -5.314  -0.23
N1 0.119 -0.852 -0.255  -0.17
O2 0.174 1.505 2.963  0.04
C4 -1.471 3.070 -3.306  -0.20
W1 0.431 0.040 -2.249  0.83
C5 -0.157 -2.090 2.258  0.06
H4 -0.081 -2.637 -6.354  0.14
H5 1.950 2.458 4.308  0.07
C6 -0.004 -0.110 0.888  -0.06
C7 -0.004 -0.700 2.157  -0.02
H6 2.116 2.606 6.068  0.09
H7 0.865 -2.119 4.606  0.11
C8 -0.592 -3.472 -5.836  0.07
C9 0.323 -1.353 5.174  -0.20
H8 -1.590 -1.021 6.102  0.10
H9 -1.486 3.438 -2.270  0.08
H10 1.353 3.749 -2.439  0.06
C10 0.720 1.098 5.465  -0.19
H11 -0.149 1.755 5.322  0.13
H12 1.263 4.025 -4.210  0.09
C11 1.993 1.896 5.246  -0.06
H13 2.862 1.229 5.234  0.09
O3 -2.445 -2.554 -4.283  0.36
C12 -1.560 -2.914 -4.943  0.04
C13 -0.047 -2.200 -0.157  -0.10
H14 -1.736 -1.656 4.441  0.07
H15 -0.390 -3.900 1.115  0.13
H16 -0.975 1.006 -5.496  0.06
H17 -2.373 2.468 -3.485  0.06
H18 0.794 -1.301 6.162  0.13
N2 0.569 -0.042 4.548  -0.03
Cl1 2.064 1.204 -1.060  0.26
H19 -0.027 0.972 0.772  0.11
H20 0.812 0.936 -5.578  0.04
H21 0.145 -4.066 -5.255  0.15
H22 -0.058 -2.775 -1.086  0.11
H23 0.707 0.668 6.471  0.13
H24 -1.456 3.933 -3.997  0.09
C14 1.377 3.263 -3.425  -0.25
C15 -1.514 0.221 -2.031  -0.31
H25 -0.042 2.480 -5.937  0.09
Cl2 1.593 -1.310 -3.622  0.17
C16 -0.226 -2.831 1.077  0.02
H26 -1.125 -4.114 -6.560  0.17



Density functional theory data (ωB97M-V/def2-TZVPD) for a cluster of 3 separate species, C16H26F16NO5P2S in total.

- frontier orbital gap (hartree) = 0.352
- multiplicity = 1
- charge = +1
- LUMO (Ha) = -0.1132
- HOMO level (eV) = -12.6672

Each line ends with the Löwdin charge.
Positions of all 67 atoms, in Å:
O1 4.208 -0.230 1.573  0.06
C1 4.914 0.986 1.611  -0.04
C2 0.404 -4.001 -0.790  -0.55
H1 -5.372 -0.343 0.733  0.04
S1 -2.555 1.080 0.221  0.83
F1 0.425 -5.334 -3.938  0.13
H2 -6.610 0.803 0.261  0.05
H3 -1.293 -6.433 -2.051  0.15
F2 0.029 -7.460 -3.627  0.11
H4 -3.714 -0.766 -2.827  0.12
H5 4.956 3.107 3.560  0.18
F3 2.652 -5.591 -2.234  0.09
C3 -4.927 3.141 -0.799  -0.43
C4 4.079 2.264 1.766  -0.44
H6 -5.468 0.253 -0.901  0.02
P1 -4.527 1.928 0.518  0.80
F4 1.972 -1.489 4.004  0.11
F5 4.292 -2.112 2.682  0.16
C5 2.035 -6.645 -2.812  -0.30
C6 3.967 2.841 3.178  -0.29
F6 2.626 -6.882 -4.004  0.10
H7 1.910 -1.514 2.004  0.17
H8 2.153 -7.529 -2.179  0.18
H9 -0.020 4.494 2.507  0.12
H10 -2.227 3.685 1.696  0.10
H11 0.269 -2.157 -1.917  0.13
C7 -0.304 -6.048 -1.815  -0.04
O2 -0.521 -4.687 -1.514  0.05
F7 3.198 3.963 3.157  0.08
C8 -0.179 4.101 1.531  -0.26
H12 -1.657 1.916 -2.694  0.10
F8 1.974 -2.250 -0.874  0.09
F9 4.381 -0.256 3.806  0.15
H13 5.371 1.055 0.627  0.15
H14 -4.304 5.070 -1.368  0.08
C9 -5.598 0.504 0.127  -0.30
F10 1.337 -4.821 -0.277  0.15
F11 -0.245 -3.425 0.253  0.14
O3 -0.953 -0.380 -1.700  -0.22
H15 -0.364 1.884 0.167  0.10
F12 1.623 -3.372 -2.719  0.10
H16 -0.169 4.795 -0.347  0.06
H17 0.336 5.855 0.699  0.07
C10 -1.303 2.393 0.247  -0.44
O4 -2.422 1.338 -2.788  -0.09
C11 1.025 -2.880 -1.615  -0.28
H18 -3.178 4.351 -0.303  0.04
H19 -3.311 3.852 -1.997  0.06
F13 2.845 2.056 1.238  0.11
F14 4.680 3.219 1.010  0.11
P2 -2.244 0.202 -1.722  0.20
H20 -1.386 3.014 -0.611  0.06
C12 -1.326 3.138 1.540  -0.26
H21 -5.766 3.679 -0.412  0.08
F15 1.772 0.321 2.787  0.08
C13 2.312 -0.923 2.830  -0.27
H22 5.738 0.958 2.323  0.15
C14 3.835 -0.848 2.729  -0.56
H23 0.708 3.563 1.239  0.10
F16 3.383 1.962 4.019  0.09
H24 -1.187 2.450 2.344  0.12
H25 0.035 -6.605 -0.943  0.15
H26 -5.269 2.617 -1.669  0.07
C15 0.555 -6.345 -3.051  -0.45
N1 -0.396 5.181 0.554  0.03
C16 -3.836 4.146 -1.119  -0.13
O5 -3.372 -0.838 -1.925  -0.07



It is found that the F_max values, taken in the order of the records, are 2.5, 4.1, 6.0, 6.8, 3.2 eV/Å.
It is found that the total energy values, taken in the order of the records, are -96946.6718, -49473.6322, -1072667.7219, -62267.6009, -101629.4781 eV.